[1]
Here is the molecule C11H11NO3 at a distorted geometry from the Open Molecules 2025 dataset. Energies are from wB97M-V/def2-TZVPD.

```
! RIJCOSX wB97M-V def2-TZVPD def2/J DEFGRID3
* xyz 0 1
C -4.143 -0.379 -0.963
C -4.164 -1.356 0.082
C -3.137 0.565 -1.026
C -3.208 -1.464 1.011
C -1.103 1.442 -0.027
C -2.110 0.513 -0.096
C -2.054 -0.548 0.970
C 2.287 0.991 1.291
C -0.023 1.401 0.989
C 3.160 -0.513 -0.528
C 3.534 0.536 0.525
N -1.044 -0.743 1.689
O 2.295 1.165 2.497
O -0.087 1.815 2.208
O 1.235 1.078 0.500
H -4.954 -0.622 -1.592
H -4.917 -2.208 0.146
H -2.903 1.325 -1.835
H -3.202 -2.377 1.718
H -1.135 2.350 -0.547
H 2.719 -1.523 -0.175
H 2.604 -0.098 -1.370
H 4.002 -0.764 -1.165
H 3.945 1.408 0.230
H 4.072 0.192 1.304
H 0.636 1.647 2.799
*
```

- LUMO level (alpha / beta) (eV) = -0.60 / -0.49
- relative energy (zero: lowest compared OMol25 entry of this formula, charge and spin) (kcal per mole) = 137.6
- orbital gap (alpha / beta) (eV) = 7.101 / 6.383
- HOMO level (alpha / beta) (eV) = -7.7 / -6.9


[2]
Here is a cluster of 8 separate species, C7H25NO7 in total at a distorted geometry from the Open Molecules 2025 dataset. Energies are from wB97M-V/def2-TZVPD.

```
! RIJCOSX wB97M-V def2-TZVPD def2/J DEFGRID3
* xyz 0 1
C 0.674 0.063 3.651
C 1.382 -0.373 2.590
N 1.496 0.576 1.536
C 1.857 -0.022 0.225
C -1.266 -2.549 -2.112
C 0.065 -2.503 -2.139
C 0.984 -1.676 -1.369
C 0.804 -0.926 -0.296
H 0.079 0.944 3.666
H 0.690 -0.652 4.477
H 2.080 -1.177 2.564
H 0.900 1.376 1.511
H 2.256 0.750 -0.463
H 2.814 -0.648 0.407
H -2.005 -1.865 -1.694
H -1.845 -3.303 -2.663
H 0.544 -3.177 -2.861
H 1.862 -1.569 -2.001
H -0.120 -0.893 0.300
H -0.983 0.824 -1.808
H -0.909 2.412 -1.992
O -0.477 1.627 -1.647
H -2.216 3.449 -0.171
H -2.744 3.048 1.104
O -2.345 2.623 0.328
H 2.305 1.421 -3.510
H 1.282 1.493 -2.334
O 2.220 1.408 -2.554
H -4.246 -0.535 -0.219
H -3.431 0.391 -0.831
O -4.061 -0.296 -1.142
H 0.332 -3.543 2.064
H 1.194 -4.258 0.948
O 0.435 -4.344 1.545
H 1.449 4.078 1.185
H 1.637 3.160 0.069
O 2.089 3.912 0.480
H -2.235 0.738 1.923
H -1.422 0.573 0.651
O -2.134 0.164 1.154
*
```

- LUMO level (eV) = -0.46
- relative energy (zero: lowest compared OMol25 entry of this formula, charge and spin) (kcal per mole) = 112.8
- orbital gap (eV) = 7.645
- SMILES string = C=C/C=C/CNC=C.O.O.O.O.O.O.O
- HOMO level (eV) = -8.1


[3]
Here is a cluster of 2 separate species, C18H42BFN4O5P2 in total at a distorted geometry from the Open Molecules 2025 dataset. Energies are from wB97M-V/def2-TZVPD.

```
! RIJCOSX wB97M-V def2-TZVPD def2/J DEFGRID3
* xyz 0 1
C 2.434 -2.055 5.550
O 1.979 -0.777 5.125
B 2.165 -0.434 3.808
O 3.435 -0.455 3.308
C 0.881 -0.033 2.910
P 1.517 1.036 1.528
N 0.183 1.720 0.792
O 2.229 2.200 2.471
C 0.441 -1.327 2.207
N -0.682 -1.967 2.956
C -1.891 -1.109 3.262
C -2.953 -1.298 2.161
C -2.484 -1.157 0.702
C -2.149 -2.509 0.074
F -1.237 -2.330 -0.942
P -2.591 -1.929 4.765
O -2.351 -3.391 4.713
C -1.561 0.355 3.638
C -2.268 1.417 2.785
N -0.130 0.567 3.825
H 1.674 -2.822 5.360
H 2.611 -2.019 6.623
H 3.363 -2.345 5.056
H 3.499 -0.642 2.365
H 0.342 1.736 -0.246
H -0.088 2.640 1.123
H 2.956 2.592 1.982
H 0.207 -1.212 1.146
H 1.257 -2.053 2.239
H -0.287 -2.277 3.849
H -1.029 -2.816 2.507
H -3.321 -2.331 2.269
H -3.810 -0.670 2.388
H -3.304 -0.727 0.126
H -1.656 -0.460 0.556
H -3.031 -2.963 -0.379
H -1.685 -3.218 0.771
H -1.988 -1.273 5.853
H -3.930 -1.499 4.766
H -2.012 0.498 4.635
H -2.076 1.321 1.720
H -1.933 2.398 3.123
H -3.343 1.390 2.980
H 0.035 1.567 3.821
C 2.512 2.640 -4.187
C 1.056 2.231 -3.898
C 0.292 2.149 -5.228
C 0.652 0.942 -6.100
C 1.108 -0.269 -5.272
C 0.622 -0.264 -3.820
N 1.094 0.946 -3.177
O 0.695 1.013 -1.838
C 1.287 -1.449 -3.114
C -0.906 -0.474 -3.765
C 0.410 3.344 -3.077
H 3.057 2.726 -3.245
H 2.569 3.602 -4.711
H 3.013 1.888 -4.799
H -0.779 2.121 -5.012
H 0.451 3.076 -5.789
H -0.221 0.672 -6.699
H 1.433 1.208 -6.816
H 0.781 -1.191 -5.763
H 2.201 -0.313 -5.255
H 2.367 -1.295 -3.078
H 1.082 -2.381 -3.652
H 0.915 -1.543 -2.095
H -1.181 -1.421 -4.242
H -1.451 0.323 -4.271
H -1.229 -0.504 -2.726
H 0.445 4.276 -3.651
H 0.938 3.496 -2.138
H -0.631 3.113 -2.851
*
```

- LUMO level (eV) = -0.45
- relative energy (zero: lowest compared OMol25 entry of this formula, charge and spin) (kcal per mole) = 0.0
- orbital gap (eV) = 3.676
- HOMO level (eV) = -4.1


[4]
Here is a cluster of 3 separate species, C4H15N3O3 in total at a distorted geometry from the Open Molecules 2025 dataset. Energies are from wB97M-V/def2-TZVPD.

```
! RIJCOSX wB97M-V def2-TZVPD def2/J DEFGRID3
* xyz 0 1
C 0.573 1.705 0.641
N 0.600 2.769 1.649
C 0.447 0.342 1.351
C -0.409 0.463 2.589
N -0.164 -0.675 0.397
C 0.858 -1.207 -0.365
N 0.477 -2.188 -1.226
O 2.049 -0.933 -0.267
H 1.536 1.968 0.064
H -0.293 1.825 -0.057
H -0.115 3.486 1.581
H 1.468 3.170 1.972
H 1.457 -0.053 1.655
H -1.382 0.949 2.383
H -0.476 -0.487 3.100
H 0.087 1.068 3.351
H -0.866 -1.253 0.823
H -0.515 -2.184 -1.489
H 1.048 -2.586 -1.935
H 0.097 -0.056 -3.758
H 0.020 1.392 -3.466
O -0.513 0.588 -3.322
H -2.058 -0.848 -0.697
H -3.113 -1.340 0.199
O -2.982 -1.141 -0.746
*
```

- LUMO level (eV) = 0.59
- relative energy (zero: lowest compared OMol25 entry of this formula, charge and spin) (kcal per mole) = 29.6
- orbital gap (eV) = 9.414
- SMILES string = C[C@H](CN)NC(N)=O.O.O
- HOMO level (eV) = -8.8


[5]
Here is the molecule C3H5N3O at a distorted geometry from the Open Molecules 2025 dataset. Energies are from wB97M-V/def2-TZVPD.

```
! RIJCOSX wB97M-V def2-TZVPD def2/J DEFGRID3
* xyz 0 1
C 1.719 0.058 -0.397
C 0.520 -0.483 0.326
C -0.909 -0.088 0.153
H 1.901 -0.033 -1.516
H 1.488 1.216 -0.224
H 2.493 -0.293 0.246
H -1.397 1.554 -1.182
H -2.727 0.256 -1.032
N 0.640 -1.051 1.417
N -1.565 -0.424 1.219
N -1.559 0.502 -1.004
O -0.604 -1.213 1.994
*
```

- LUMO level (eV) = 0.59
- relative energy (zero: lowest compared OMol25 entry of this formula, charge and spin) (kcal per mole) = 102.0
- orbital gap (eV) = 10.622
- SMILES string = Cc1nonc1N
- HOMO level (eV) = -10.0


[6]
Here is a structure of composition C28H38N11O3PTi at a distorted geometry from the Open Molecules 2025 dataset. Energies are from wB97M-V/def2-TZVPD.

```
! RIJCOSX wB97M-V def2-TZVPD def2/J DEFGRID3
* xyz 3 2
Ti 1.241 1.096 -1.073
N -2.743 2.249 0.519
C -1.756 1.892 -0.285
N -0.500 1.806 0.073
C -0.164 2.066 1.413
N 1.058 1.952 1.831
N 1.910 1.596 0.826
C 3.160 1.473 1.080
C 4.037 1.232 -0.057
C 5.415 1.224 0.068
C 6.188 1.133 -1.083
C 5.554 1.064 -2.313
C 4.170 1.053 -2.355
N 3.414 1.121 -1.256
C -1.208 2.472 2.337
C -0.947 2.778 3.677
C -1.976 3.181 4.500
C -3.278 3.286 4.004
C -3.558 2.982 2.686
C -2.517 2.575 1.863
H -3.680 2.320 0.148
H -2.019 1.652 -1.308
H 3.551 1.617 2.083
H 5.872 1.302 1.045
H 7.268 1.127 -1.017
H 6.119 1.007 -3.233
H 3.641 0.962 -3.295
H 0.065 2.698 4.048
H -1.777 3.421 5.535
H -4.077 3.613 4.656
H -4.566 3.068 2.298
C 2.269 4.270 -0.852
O 1.462 3.279 -1.525
C 1.151 3.649 -2.876
C -0.142 2.953 -3.204
O 0.013 1.551 -2.882
C 0.061 0.697 -4.048
C 0.433 -0.666 -3.549
O 1.645 -0.482 -2.818
C 2.376 -1.711 -2.658
H 3.245 4.348 -1.333
H 1.760 5.231 -0.889
H 2.381 3.961 0.181
H 1.027 4.730 -2.949
H 1.965 3.344 -3.540
H -0.955 3.349 -2.596
H -0.400 3.068 -4.256
H -0.909 0.704 -4.546
H 0.828 1.073 -4.728
H -0.335 -1.079 -2.885
H 0.586 -1.348 -4.388
H 2.650 -2.094 -3.641
H 3.272 -1.494 -2.085
H 1.774 -2.450 -2.128
N 1.583 -2.809 3.449
C 1.801 -2.594 2.338
N 2.031 -2.395 1.038
C 1.427 -1.510 0.399
N 0.856 -0.714 -0.271
C -3.001 -5.285 0.855
N -4.009 -4.156 1.136
C -3.737 -3.621 2.552
N -2.389 -3.206 2.681
C -1.480 -4.316 2.391
N -1.674 -4.819 1.031
C -1.256 -3.861 0.009
P -2.211 -2.255 0.058
C -3.899 -3.065 0.113
C -2.072 -2.008 1.906
H -3.182 -5.627 -0.163
H -3.232 -6.080 1.563
H -4.953 -4.547 1.109
H -3.956 -4.444 3.233
H -4.436 -2.802 2.722
H -1.671 -5.124 3.099
H -0.453 -3.985 2.524
H -1.361 -4.316 -0.979
H -0.195 -3.651 0.150
H -4.130 -3.499 -0.861
H -4.666 -2.322 0.336
H -2.734 -1.194 2.216
H -1.053 -1.697 2.149
*
```

- LUMO level (alpha / beta) (eV) = -8.79 / -8.76
- relative energy (zero: lowest compared OMol25 entry of this formula, charge and spin) (kcal per mole) = 14.8
- orbital gap (alpha / beta) (eV) = 7.212 / 7.261
- HOMO level (alpha / beta) (eV) = -16.0 / -16.0


[7]
Here is a structure of composition C3H5HgLiO3 at a distorted geometry from the Open Molecules 2025 dataset. Energies are from wB97M-V/def2-TZVPD.

```
! RIJCOSX wB97M-V def2-TZVPD def2/J DEFGRID3
* xyz 0 3
O -0.005 0.229 0.584
C -0.960 -0.708 0.650
C 0.345 0.502 -0.753
O -1.391 -1.046 1.744
O -1.400 -0.985 -0.572
C -0.907 -0.021 -1.472
Li 2.478 -0.901 2.996
H 2.357 0.319 -0.152
H 1.147 0.298 -1.466
H -0.645 -0.494 -2.420
H -1.646 0.761 -1.660
H 0.473 1.690 -0.819
Hg 0.154 0.357 3.340
*
```

- LUMO level (alpha / beta) (eV) = 0.33 / -1.15
- relative energy (zero: lowest compared OMol25 entry of this formula, charge and spin) (kcal per mole) = 54.8
- orbital gap (alpha / beta) (eV) = 4.368 / 7.451
- HOMO level (alpha / beta) (eV) = -4.0 / -8.6


[8]
Here is a structure of composition C10H10Cl3NO2Sr at a distorted geometry from the Open Molecules 2025 dataset. Energies are from wB97M-V/def2-TZVPD.

```
! RIJCOSX wB97M-V def2-TZVPD def2/J DEFGRID3
* xyz -2 1
C 0.032 -1.538 -2.223
C -1.292 -1.673 -1.724
C -1.234 -2.407 -0.505
C 0.138 -2.720 -0.249
C 0.920 -2.174 -1.310
Sr -0.036 -0.151 0.402
C -0.968 1.800 -1.314
C 0.408 1.847 -1.668
C 0.759 2.337 -2.941
N 1.339 1.344 -0.804
H -2.066 -2.567 0.177
H -2.181 -1.260 -2.184
H 0.532 -3.126 0.681
H 2.002 -2.184 -1.390
H 0.315 -1.035 -3.139
H -1.718 1.528 -2.047
H 2.293 1.447 -1.181
H -1.331 2.122 -0.329
H -0.044 2.729 -3.557
H 1.805 2.399 -3.224
Cl 0.280 -0.638 5.811
C 0.043 0.643 4.682
Cl -1.565 1.408 4.805
Cl 1.349 1.858 4.701
C 0.081 0.058 3.217
O 0.254 -1.133 2.851
O -0.117 1.087 2.462
*
```

- LUMO level (eV) = 4.30
- relative energy (zero: lowest compared OMol25 entry of this formula, charge and spin) (kcal per mole) = 9.2
- orbital gap (eV) = 2.598
- HOMO level (eV) = 1.7


[9]
Here is a structure of composition C40H49N4O7PPdSe at a distorted geometry from the Open Molecules 2025 dataset. Energies are from wB97M-V/def2-TZVPD.

```
! RIJCOSX wB97M-V def2-TZVPD def2/J DEFGRID3
* xyz -2 3
Pd -0.071 0.049 0.591
O 3.820 0.857 -0.582
C 2.827 1.174 0.075
O 2.097 0.349 0.729
C 2.466 2.649 0.148
C 3.462 3.536 -0.144
C 3.235 4.921 -0.144
C 1.971 5.416 0.113
C 0.956 4.549 0.428
C 1.126 3.106 0.505
O 0.186 2.345 0.797
N -0.337 5.168 0.695
O -1.077 4.659 1.510
O -0.581 6.237 0.134
N 4.307 5.836 -0.424
O 4.069 7.042 -0.434
O 5.425 5.380 -0.637
H 4.437 3.149 -0.399
H 1.782 6.478 0.083
C -6.315 -1.391 2.631
C -4.820 -1.196 2.531
C -3.992 -1.669 3.538
C -2.611 -1.465 3.426
C -1.691 -1.925 4.529
C -2.108 -0.836 2.312
C -2.907 -0.343 1.229
C -4.307 -0.545 1.413
N -2.217 0.167 0.186
C -2.731 0.836 -1.004
C -2.389 2.336 -0.940
C -2.762 3.070 -2.232
C -1.982 2.461 -3.402
C -2.332 0.974 -3.518
C -3.834 0.817 -3.773
C -4.605 1.437 -2.605
C -4.261 2.924 -2.498
C -4.239 0.726 -1.294
C -1.981 0.251 -2.215
H -6.582 -1.903 3.556
H -6.693 -1.984 1.794
H -6.838 -0.431 2.612
H -4.406 -2.176 4.403
H -2.087 -2.817 5.020
H -1.575 -1.148 5.288
H -0.692 -2.148 4.149
H -1.019 -0.704 2.188
H -5.024 -0.215 0.680
H -1.322 2.431 -0.756
H -2.891 2.785 -0.078
H -2.506 4.129 -2.124
H -0.908 2.580 -3.236
H -2.233 2.982 -4.335
H -1.771 0.520 -4.342
H -4.081 -0.247 -3.861
H -4.117 1.304 -4.714
H -5.682 1.320 -2.775
H -4.830 3.383 -1.684
H -4.537 3.441 -3.426
H -4.530 -0.328 -1.361
H -4.800 1.193 -0.484
H -0.907 0.337 -2.011
H -2.217 -0.814 -2.309
C 1.235 -4.347 1.712
C 0.017 -4.294 0.781
C -1.238 -4.298 1.666
C -0.042 -5.558 -0.078
P 0.084 -2.639 -0.178
C -1.352 -2.877 -1.316
C -2.606 -2.660 -0.733
C -3.778 -2.797 -1.458
C -3.730 -3.130 -2.805
C -2.497 -3.323 -3.409
C -1.324 -3.201 -2.672
C 1.646 -2.700 -1.254
C 1.563 -1.484 -2.197
C 2.866 -2.472 -0.345
C 1.931 -3.970 -2.072
H 1.073 -5.117 2.473
H 1.398 -3.396 2.225
H 2.146 -4.603 1.172
H -1.134 -5.102 2.403
H -2.139 -4.499 1.090
H -1.381 -3.361 2.199
H -0.302 -6.403 0.570
H 0.909 -5.791 -0.554
H -0.810 -5.487 -0.851
H -2.669 -2.335 0.297
H -4.727 -2.607 -0.970
H -4.643 -3.218 -3.383
H -2.439 -3.562 -4.465
H -0.389 -3.341 -3.188
H 1.362 -0.566 -1.640
H 0.800 -1.587 -2.965
H 2.534 -1.349 -2.680
H 2.706 -1.676 0.379
H 3.708 -2.146 -0.962
H 3.158 -3.388 0.170
H 1.073 -4.375 -2.608
H 2.328 -4.761 -1.436
H 2.707 -3.732 -2.807
Se 1.196 0.634 3.260
C 0.575 0.638 4.994
N 0.237 0.650 6.103
*
```

- LUMO level (alpha / beta) (eV) = 3.95 / 2.55
- orbital gap (alpha / beta) (eV) = 5.797 / 4.332
- HOMO level (alpha / beta) (eV) = -1.9 / -1.8


[10]
Here is a structure of composition C8H12F12MgN4P2 at a distorted geometry from the Open Molecules 2025 dataset. Energies are from wB97M-V/def2-TZVPD.

```
! RIJCOSX wB97M-V def2-TZVPD def2/J DEFGRID3
* xyz 0 1
Mg -0.201 0.259 0.126
P 0.605 3.042 -1.858
F 1.124 4.340 -2.601
F -0.837 3.682 -1.625
F 0.124 2.390 -3.221
F 0.207 1.735 -1.020
F 1.929 2.175 -2.204
F 1.251 3.469 -0.400
P -2.062 -1.617 -2.225
F -3.076 -2.571 -3.118
F -2.391 -2.622 -0.878
F -0.854 -2.590 -2.565
F -1.198 -0.580 -1.355
F -1.833 -0.844 -3.553
F -3.370 -0.744 -1.808
C -4.360 1.515 0.360
C -2.943 1.446 0.475
N -1.753 1.345 0.656
H -4.660 1.876 -0.624
H -4.838 2.233 1.027
H -4.621 0.465 0.492
C 3.111 2.127 2.950
C 1.910 1.637 2.346
N 0.955 1.198 1.899
H 3.230 3.138 2.561
H 3.945 1.547 2.555
H 3.116 2.005 4.033
C -0.154 -3.466 2.947
C -0.398 -2.232 2.097
N -0.660 -1.317 1.397
H 0.147 -4.194 2.192
H -1.122 -3.757 3.356
H 0.606 -3.365 3.722
C 3.607 -2.190 -1.161
C 2.338 -1.465 -0.853
N 1.354 -0.902 -0.629
H 4.424 -1.507 -0.927
H 3.724 -2.664 -2.136
H 3.626 -2.997 -0.429
*
```

- LUMO level (eV) = -0.54
- relative energy (zero: lowest compared OMol25 entry of this formula, charge and spin) (kcal per mole) = 43.0
- orbital gap (eV) = 10.608
- HOMO level (eV) = -11.1